Computed, not measured: C49H41IrP2SiTe as an isolated structure, with ωB97M-V with the def2-TZVPD basis set.

Atoms and positions in Å:
Ir: -0.281 -0.097 0.010
Te: 0.268 1.084 2.471
P: -0.959 -2.242 -1.373
P: -0.994 1.868 -1.247
Si: 1.764 -0.172 -1.275
C: -2.818 -5.866 -0.922
C: -3.464 4.114 1.074
C: 0.233 0.085 7.249
C: -1.925 0.875 -3.653
C: -0.382 1.474 5.391
C: 1.681 1.567 -2.119
C: 2.879 3.351 -3.234
C: 1.821 4.219 -3.016
C: -1.614 3.144 -0.123
C: -2.553 0.953 -4.882
C: -3.015 -3.666 -2.603
C: 0.117 0.510 4.529
C: 1.633 -1.763 -2.348
C: 3.054 2.253 2.239
C: 2.407 1.057 2.523
C: -3.244 2.102 -5.238
C: -2.073 -3.681 -1.579
C: 2.809 2.047 -2.777
C: -2.207 -1.945 2.468
C: -1.293 -2.676 3.207
C: 0.636 -0.679 5.010
C: -2.001 -1.752 1.109
C: 3.143 -0.073 2.855
C: 0.603 -2.704 -2.196
C: -2.673 3.109 -3.131
C: 0.704 -0.883 6.378
C: 0.675 -3.924 -2.871
C: -2.988 3.246 0.108
C: 4.435 2.317 2.273
C: -0.329 1.251 6.755
C: -3.761 -5.847 -1.939
C: 2.761 -3.275 -3.862
C: -0.152 -3.203 2.597
C: 0.093 -2.991 1.256
C: -1.211 4.741 1.633
C: 2.709 -2.078 -3.166
C: 1.751 -4.206 -3.697
C: -3.855 -4.752 -2.782
C: -3.304 3.175 -4.361
C: 3.518 -0.271 -0.506
C: 4.526 -0.001 2.894
C: 5.171 1.191 2.603
C: -2.579 4.858 1.840
C: -1.982 1.954 -2.772
C: 0.687 3.765 -2.366
C: 0.609 2.447 -1.925
C: -0.834 -2.270 0.480
C: -1.984 -4.780 -0.724
C: -0.726 3.881 0.663
H: -0.702 2.006 7.427
H: 1.873 5.241 -3.359
H: -0.098 -4.666 -2.740
H: 4.265 -0.393 -1.281
H: -2.785 -1.319 0.494
H: -2.717 3.957 -2.460
H: -3.841 4.070 -4.638
H: -4.426 -6.687 -2.065
H: -2.503 0.121 -5.568
H: -0.523 5.324 2.228
H: -2.732 -6.725 -0.274
H: -0.788 2.398 4.998
H: 0.315 -0.063 8.314
H: -1.383 -0.020 -3.366
H: -3.733 2.163 -6.198
H: 6.247 1.238 2.628
H: -3.677 2.653 -0.479
H: 0.535 -3.814 3.165
H: -1.477 -2.865 4.253
H: 0.340 3.805 0.478
H: -4.587 -4.741 -3.574
H: 3.765 0.625 0.051
H: 5.102 -0.877 3.150
H: 3.593 -3.476 -4.520
H: -3.087 -2.806 -3.253
H: 2.480 3.141 2.013
H: 1.147 -1.793 6.755
H: -1.261 -4.797 0.078
H: -2.954 5.526 2.602
H: -3.096 -1.551 2.936
H: -0.140 4.438 -2.191
H: 0.987 -1.442 4.331
H: 3.611 -1.117 0.166
H: -4.527 4.203 1.238
H: 4.937 3.247 2.050
H: 3.514 -1.369 -3.276
H: 3.650 1.389 -2.937
H: 1.795 -5.149 -4.220
H: 3.764 3.695 -3.749
H: 0.969 -3.406 0.779
H: 2.657 -1.011 3.086

## Properties
⟨S²⟩	6.03
2S+1	5
HOMO-LUMO gap (alpha / beta)	6.9 / 5.1	eV
largest force on an atom	1.1	eV/A
E_LUMO (alpha / beta)	-5.07 / -8.55	eV
HOMO (alpha / beta)	-11.9 / -13.7	eV
charge	+2